ORCA calculation (wB97M-V/def2-TZVPD) on a 6-piece molecular cluster, H14NO5 overall.

Last column: Mulliken charge in e.
Atoms and positions in Å:
N 0.4128 0.3432 -1.0417  -0.29
H 1.0389 1.0531 -1.4538  0.31
H -0.4480 0.1576 -1.5410  0.36
H 0.9901 -0.5009 -1.1915  0.39
H 0.2077 0.6090 -0.0631  0.31
H -1.5672 -1.5340 3.2625  0.30
H -3.0348 -1.8148 3.2593  0.33
O -2.2592 -1.8806 2.6974  -0.63
H 2.1427 3.3687 -1.4032  0.31
H 1.9380 3.2180 -2.8926  0.32
O 1.9042 2.7283 -2.0628  -0.68
H -2.5844 -2.1073 -0.9909  0.32
H -2.3399 -1.4365 0.3328  0.33
O -2.2581 -1.2692 -0.6040  -0.62
H -0.1775 1.5107 2.2671  0.31
H -0.8976 2.3791 1.3132  0.29
O -0.3209 1.6221 1.3174  -0.64
H 2.7539 -1.8614 0.2489  0.32
H 2.4267 -2.6342 -1.0261  0.32
O 2.0726 -1.9509 -0.4279  -0.66

The multiplicity is 1. The calculation puts the LUMO energy at -2.8 eV. Its charge is +1. The strongest force on any atom is 1.5 eV/A. As for the total energy: -439.144745 Eh.



ORCA calculation (wB97M-V/def2-TZVPD) on C31H27Cl3F3LiN4O8P2S2 as an isolated structure.

Last column: Mulliken charge in e.
Atoms and positions in Å:
Li 1.5775 2.4460 -0.5660  1.00
O 4.4501 -0.6389 -1.2387  -0.42
P 4.3889 0.9592 -0.9727  0.75
O 5.6839 1.5556 -1.3362  -0.74
O 3.0466 1.4422 -1.3976  -0.66
O 4.3418 0.9470 0.7200  -0.07
P 3.2414 1.1340 1.8280  -0.29
O 3.3293 3.5980 1.5850  -0.37
O 1.8783 0.2728 1.2018  0.03
O 2.3877 2.5137 1.4249  -0.08
H 5.3765 -0.8532 -1.3944  0.29
H 3.1138 4.0993 0.7563  0.20
C -0.8611 2.9266 -4.4272  -1.36
C 0.3493 3.7248 -4.0900  0.69
C 1.4011 4.0085 -4.9135  -0.49
C 2.4841 4.7482 -4.4249  0.52
N 2.5770 5.0579 -3.0798  -0.56
C 1.5885 4.7854 -2.2940  0.43
S 1.6090 5.0374 -0.5704  -0.60
N 0.3840 4.2821 -2.8064  -0.24
C 3.6892 5.0700 -5.2491  -1.22
H -0.8046 2.5762 -5.4573  0.37
H -1.7764 3.5204 -4.3111  0.28
H -0.9623 2.0553 -3.7700  0.23
H 1.3974 3.6392 -5.9327  0.25
H -0.2523 3.9160 -2.1128  0.17
H 3.4969 4.9090 -6.3120  0.34
H 4.5411 4.4486 -4.9496  0.23
H 3.9894 6.1106 -5.1004  0.30
Cl 1.8975 -3.5630 3.9829  -0.24
C 0.4693 -2.6806 3.5289  0.57
C -0.6449 -3.3678 3.0853  -1.12
C -1.7553 -2.6428 2.6890  -0.18
C -1.7944 -1.2492 2.7163  -0.72
C -3.0860 -0.6023 2.2435  0.60
C -3.0672 -0.1818 0.7692  -1.25
N -2.1904 0.9345 0.4581  0.30
C -2.4411 2.2562 0.7488  -0.57
C -1.3460 2.9480 0.3297  -0.59
N -0.4345 2.0806 -0.2281  0.35
C -0.9756 0.8868 -0.1249  -0.75
O -3.4770 0.4656 3.0831  -0.33
C -4.8394 0.3507 3.5503  -1.13
C -5.8529 0.3688 2.4422  1.00
C -6.2765 -0.7533 1.7996  -0.17
Cl -6.6593 -2.6803 3.0847  -0.53
S -7.3494 -0.3636 0.5579  -0.26
C -7.2364 1.3341 0.8419  -0.48
C -6.3952 1.5760 1.8863  -0.85
C -0.6525 -0.5936 3.1832  1.36
Cl -0.5287 1.1335 3.2578  -0.16
C 0.4704 -1.3022 3.5923  -1.29
H -0.6401 -4.4486 3.0546  0.46
H -2.6437 -3.1726 2.3636  0.51
H -3.8511 -1.3854 2.2850  0.25
H -4.0852 0.0924 0.4969  0.33
H -2.7627 -1.0337 0.1595  0.39
H -3.3466 2.5561 1.2443  0.38
H -1.1324 4.0025 0.3966  0.48
H -0.5249 -0.0386 -0.4521  0.57
H -4.9696 1.2024 4.2184  0.44
H -4.9588 -0.5732 4.1221  0.32
H -7.7785 2.0574 0.2521  0.42
H -6.1636 2.5664 2.2595  0.38
H 1.3483 -0.7681 3.9283  0.44
F 2.1750 -7.9737 -1.8881  -0.26
C 2.8192 -7.6396 -0.7492  0.84
F 2.3248 -8.4566 0.2068  -0.26
F 4.1098 -7.9824 -0.9204  -0.29
C 2.6442 -6.1917 -0.4016  0.50
C 1.3593 -5.7008 -0.2021  -1.02
C 1.1672 -4.3728 0.1258  -0.35
C 2.2588 -3.5095 0.2621  0.34
C 3.5439 -4.0122 0.0443  -0.66
C 3.7357 -5.3435 -0.2811  -0.64
C 2.0887 -2.1388 0.6234  0.14
C 1.9855 -0.9753 0.9009  -0.12
H 0.5089 -6.3639 -0.3053  0.36
H 0.1701 -3.9843 0.2832  0.59
H 4.3824 -3.3351 0.1301  0.48
H 4.7350 -5.7230 -0.4451  0.42

The multiplicity is 1. The calculation puts the LUMO energy (spin up / spin down) at 3.6 / 3.6 eV. Its charge is -2. The strongest force on any atom is 0.8 eV/A. As for the total energy: -5185.467194 Eh.



ORCA calculation (wB97M-V/def2-TZVPD) on a 2-piece molecular cluster, C3H6FIO4P2S overall.

Last column: Mulliken charge in e.
Atoms and positions in Å:
O -0.9472 -4.3053 0.7621  -0.45
P -0.9361 -2.6975 1.1566  0.07
I -2.4703 -1.7237 -0.4455  -0.03
P 1.0907 -2.0507 0.4569  0.44
F 1.5599 -1.3277 1.7822  -0.25
S 2.2302 -3.8313 0.6142  -0.37
H -0.4557 -4.7285 1.4891  0.35
H 2.0858 -4.3554 -0.6068  0.19
C -0.5723 2.4117 0.3964  -0.32
C -0.4788 3.4339 -0.7180  -0.33
O 0.4996 2.8520 -1.5844  -0.34
C 0.5148 1.5117 -1.3686  0.56
O 1.0914 0.7287 -2.0400  -0.47
O -0.2275 1.1959 -0.2750  -0.17
H -1.5662 2.3411 0.8298  0.30
H 0.1518 2.5915 1.1927  0.26
H -1.4159 3.5414 -1.2667  0.26
H -0.1543 4.4122 -0.3750  0.30

The multiplicity is 1. The calculation puts the LUMO energy at -0.1 eV. Its charge is 0. The strongest force on any atom is 2.6 eV/A. As for the total energy: -1897.393382 Eh. The SMILES is OP(I)#P(F)S.O=C1OCCO1.



ORCA calculation (wB97M-V/def2-TZVPD) on a 3-piece molecular cluster, H3N3O3 overall.

Last column: Mulliken charge in e.
Atoms and positions in Å:
N -1.0532 -1.4797 -0.6659  -0.21
N -0.3998 -0.6088 -0.3629  0.49
N -2.2602 0.0244 1.1993  0.18
O -1.1653 0.5833 0.9815  -0.38
O 2.1280 0.3248 -0.9569  -0.70
O -3.0928 0.4131 1.9839  -0.43
H 2.8910 -0.2498 -1.0564  0.33
H 0.5130 -0.1658 -0.5328  0.39
H 2.4392 1.1585 -0.5897  0.33

The multiplicity is 1. The calculation puts the LUMO energy (spin up / spin down) at -0.2 / -0.2 eV. Its charge is 0. The strongest force on any atom is 3.6 eV/A. As for the total energy: -391.600479 Eh.



ORCA calculation (wB97M-V/def2-TZVPD) on an isolated ion of composition C4H10NOS and charge -1.

Last column: Mulliken charge in e.
Atoms and positions in Å:
C 0.5151 1.5955 0.8078  -1.43
C -0.0767 0.3355 0.1206  0.18
C 0.7610 -0.0069 -1.1343  -0.80
S 0.7211 1.3158 -2.4688  -0.33
N -0.0786 -0.8102 1.0061  -0.52
C -1.1232 -1.8588 0.6007  -0.51
O -1.0573 -2.2622 -0.6430  -0.84
H 1.0012 2.2231 0.0691  0.33
H 1.2264 1.1670 1.5301  0.35
H -0.1402 2.1181 1.5060  0.34
H -1.1318 0.4945 -0.1288  0.43
H 0.2771 -0.8721 -1.5795  0.37
H 1.7766 -0.1453 -0.7741  0.43
H -0.4061 1.9776 -2.0900  0.10
H 0.7877 -1.3071 0.8441  0.32
H -2.0818 -1.3637 0.8994  0.26
H -0.9705 -2.6007 1.4345  0.30

The multiplicity is 1. The calculation puts the LUMO energy at 3.3 eV. Its charge is -1. The strongest force on any atom is 1.7 eV/A. As for the total energy: -686.572853 Eh. The SMILES is C[C@@H](CS)NC[O-].



ORCA calculation (wB97M-V/def2-TZVPD) on C25H29Cl3MoN7O5 as an isolated structure.

Last column: Mulliken charge in e.
Atoms and positions in Å:
Mo 0.1775 1.0278 0.5133  0.00
O 3.9583 2.7630 0.8631  -0.72
C 2.9405 2.1099 0.9968  -0.18
N 1.7967 2.2292 0.2831  0.51
C 1.6104 3.4287 -0.5016  -1.03
C 0.2365 3.9516 -0.1859  0.79
C -0.1916 5.2313 -0.5020  -0.92
C -1.4767 5.6126 -0.1655  -0.32
C -2.3087 4.7066 0.4782  -1.00
C -1.8206 3.4473 0.7581  -0.28
N -0.5737 3.0780 0.4323  0.46
C 2.7923 1.0789 2.0814  0.80
C 3.8449 0.6843 2.8782  -0.80
C 3.5895 -0.2449 3.8767  -0.35
C 2.3011 -0.7326 4.0333  -0.94
C 1.3019 -0.2856 3.1848  -0.17
N 1.5489 0.6132 2.2321  0.51
H 1.6826 3.2294 -1.5775  0.11
H 2.3787 4.1666 -0.2562  0.60
H 0.4887 5.9131 -0.9922  0.51
H -1.8273 6.6093 -0.3958  0.43
H -3.3172 4.9649 0.7641  0.49
H -2.4272 2.7065 1.2583  0.64
H 4.8175 1.1214 2.7067  0.55
H 4.3854 -0.5819 4.5268  0.43
H 2.0596 -1.4530 4.8011  0.46
H 0.2835 -0.6438 3.2547  0.58
Cl -6.4239 -0.6713 4.0633  -0.21
C -4.8787 -0.2381 3.4065  0.36
C -4.5832 -0.5471 2.0907  -0.86
C -3.3431 -0.2041 1.5790  1.09
Cl -2.9881 -0.5637 -0.0874  -0.18
C -2.3786 0.4373 2.3438  -1.63
O -1.1977 0.7410 1.8670  0.02
C -2.7259 0.7545 3.6662  0.97
Cl -1.5803 1.5966 4.6562  -0.19
C -3.9555 0.4206 4.2043  -0.70
H -5.3080 -1.0469 1.4654  0.47
H -4.1859 0.6734 5.2284  0.48
N 2.6265 -0.4757 -0.9951  -0.17
C 1.7097 -1.4887 -1.5002  0.57
C 2.3479 -2.6822 -2.2452  -0.85
C 1.9692 -2.7453 -3.7227  -0.93
C 0.4815 -2.9607 -3.9809  -0.42
N -0.0175 -4.1851 -3.3473  -0.12
C -0.9558 -4.2667 -2.4098  0.77
N -1.8991 -3.3286 -2.2722  -0.39
N -1.0488 -5.3748 -1.6729  -0.43
C 0.7431 -1.9348 -0.3968  -0.14
O 0.3101 -3.0862 -0.3962  -0.71
O 0.4018 -1.0520 0.4531  0.11
H 3.0877 0.0174 -1.7487  0.27
H 3.3510 -0.8973 -0.4223  0.29
H 1.0417 -0.9626 -2.1949  -0.38
H 2.0536 -3.6104 -1.7557  0.33
H 3.4339 -2.6083 -2.1672  0.44
H 2.5348 -3.5360 -4.2250  0.44
H 2.2428 -1.8174 -4.2330  0.35
H 0.2898 -3.0210 -5.0533  0.32
H -0.0926 -2.1159 -3.6055  0.03
H 0.5601 -5.0041 -3.4663  0.25
H -1.7888 -2.4654 -2.7739  0.24
H -2.2957 -3.2166 -1.3510  0.22
H -0.2363 -5.9599 -1.5743  0.20
H -1.6931 -5.3914 -0.9013  0.23
C -0.7899 1.6479 -2.4116  -1.03
O -0.2978 0.9505 -1.3001  -0.04
H -1.2076 2.6233 -2.1382  0.25
H -1.5795 1.0601 -2.8860  0.28
H 0.0149 1.8038 -3.1353  0.28

The multiplicity is 3. The calculation puts the LUMO energy (spin up / spin down) at -2.1 / -2.7 eV. Its charge is +1. The strongest force on any atom is 0.7 eV/A. As for the total energy: -3178.306711 Eh. As for the expectation value of S²: 2.011.



Listing relative energy (zero: lowest compared OMol25 entry of this formula, charge and spin) for the structures above in their given order: 66.1 700.4 39.4 367.0 240.9 107.6 kJ/mol.